Entry 1:
C24H23NO6 | the ωB97M-V functional and the def2-TZVPD basis

* Kohn-Sham gap: 8.890 eV
* SMILES: [H]/N=C\Cc1ccc2c(c1)C(=O)c1ccccc1C2=O.O=C1CCCO1.O=C1CCCO1
* relative energy (zero: lowest compared OMol25 entry of this formula, charge and spin): 1.327 eV
* max |F|: 0.020 Eh/bohr
* LUMO level: -0.802 eV
* E: -1434.5752 hartree
* charge: 0

CARTESIAN COORDINATES (ANGSTROEM)
O  -0.3164  2.6461  -0.9559
O  4.0230  1.7441  4.3663
O  1.8645  -4.3000  -0.9289
O  -0.1639  1.9243  1.1685
O  0.8745  -0.2486  -3.5387
O  4.2666  0.9899  6.4595
N  -5.0765  0.1173  -2.2499
C  3.8411  -0.7308  0.4583
C  -4.5553  -0.9782  -1.9028
C  2.9337  2.1388  3.5106
C  3.5285  0.4232  -0.2616
C  -2.3478  2.2442  0.1488
C  -0.0068  -2.9677  -1.4619
C  1.7188  1.3935  4.0383
C  3.5490  1.3040  5.5565
C  -2.5979  -2.4068  -2.3607
C  3.1740  -1.9296  0.2212
C  2.0316  1.3067  5.5318
C  -0.8367  2.2314  0.2252
C  2.5523  0.3889  -1.2474
C  -1.3785  3.0282  -1.8610
C  1.3986  -3.1961  -1.0301
C  -2.3426  -3.5393  -1.5940
C  1.8871  -0.8062  -1.4820
C  -2.6154  2.2978  -1.3509
C  -3.9743  -2.0101  -2.8410
C  0.8400  -0.8845  -2.5220
C  2.1785  -1.9641  -0.7484
C  -1.5479  -1.5446  -2.6765
C  -1.0532  -3.8306  -1.1485
C  -0.2748  -1.8260  -2.2197
H  3.4261  -2.8178  0.7783
H  2.2780  1.2537  -1.8297
H  -2.7093  3.1349  0.6646
H  -4.6311  -2.8739  -2.9141
H  -5.0843  0.1714  -3.2694
H  4.0508  1.3474  -0.0711
H  -3.1465  -4.2143  -1.3357
H  -3.8422  -1.5739  -3.8275
H  4.5979  -0.7095  1.2268
H  -4.4325  -1.2036  -0.8470
H  2.8185  3.2227  3.5781
H  -1.0965  2.7404  -2.8711
H  -1.4888  4.1140  -1.8218
H  -3.5496  2.7847  -1.6195
H  -2.7571  1.3558  0.6212
H  0.7803  1.8875  3.7998
H  3.1793  1.8761  2.4885
H  -2.6417  1.2844  -1.7493
H  1.6431  0.4065  5.9988
H  -0.8532  -4.7085  -0.5536
H  1.6858  0.3908  3.6100
H  -1.7371  -0.6546  -3.2571
H  1.6823  2.1839  6.0785

Atoms 1-6, force components in eV/Å:
-0.02 -0.04 0.01
0.02 -0.01 -0.07
0.18 -0.62 0.34
0.18 0.05 -0.23
-0.12 0.78 -0.69
0.07 -0.02 -0.08



Entry 2:
C24H24Cl2N4O4PPtS3 | the ωB97M-V functional and the def2-TZVPD basis

* Kohn-Sham gap (alpha / beta): 5.216 / 5.225 eV
* relative energy (zero: lowest compared OMol25 entry of this formula, charge and spin): 1.272 eV
* max |F|: 0.047 Eh/bohr
* LUMO level (alpha / beta): 0.666 / 0.672 eV
* E: -4024.7780 hartree
* charge: -1

CARTESIAN COORDINATES (ANGSTROEM)
Pt  0.7972  -0.0268  1.7995
Cl  -3.4756  3.2255  5.9015
Cl  -2.5011  5.4576  3.9691
S  -0.1868  -1.3932  -0.7315
S  -0.6912  -3.6940  -3.0661
S  2.9131  0.0648  3.4400
P  -1.0367  -1.8266  -2.5093
O  -2.6237  -1.6716  -2.4977
O  -1.5788  -1.3390  4.8129
O  0.7680  3.7949  0.4463
O  -0.6712  -0.7822  -3.6972
N  0.3316  1.8520  1.6445
N  -0.5575  -0.0283  3.1952
N  2.1274  0.4685  0.3258
N  0.8224  -2.0315  2.2406
C  -3.6220  -0.1135  -4.0386
C  1.7396  -1.2353  -3.7038
C  -0.1080  -3.5858  3.8298
C  -1.9476  1.5312  4.4807
C  -3.4250  -0.4945  -2.5755
C  -1.0449  1.2163  3.4620
C  0.8029  1.0863  -3.4343
C  3.1211  -0.2140  -0.2391
C  1.4922  -3.0412  1.6981
C  0.6083  -0.2879  -4.0636
C  -0.5622  2.2560  2.5878
C  -1.9211  3.8424  3.7733
C  0.6073  -4.6172  3.2683
C  -2.8725  0.6543  -1.7465
C  -0.0057  -2.2977  3.2991
C  1.9945  1.8014  0.0027
C  4.0223  0.3383  -1.1220
C  1.4195  -4.3372  2.1608
C  -1.0253  3.5642  2.7632
C  3.8856  1.6916  -1.4771
C  -0.8019  -1.1959  3.8692
C  -2.3731  2.8347  4.6356
C  2.8599  2.4081  -0.9142
C  0.9769  2.6045  0.6905
H  4.8292  -0.2592  -1.5146
H  0.8273  0.9935  -2.3521
H  2.6900  3.4509  -1.1350
H  -0.7610  -3.7285  4.6787
H  0.5535  -0.1833  -5.1591
H  -1.8961  0.9546  -2.1185
H  -4.3875  0.6527  -4.1324
H  1.8268  -1.3142  -2.6225
H  -0.6722  4.3442  2.1068
H  -2.3043  0.7556  5.1383
H  0.5429  -5.6210  3.6608
H  -3.5489  1.5056  -1.8008
H  -3.9286  -0.9922  -4.6010
H  3.2035  -1.2575  0.0364
H  -0.0149  1.7461  -3.7148
H  2.1045  -2.8026  0.8426
H  -2.6906  0.2537  -4.4574
H  1.9864  -5.1158  1.6769
H  4.5811  2.1519  -2.1621
H  -4.3881  -0.8139  -2.1536
H  1.7378  1.5232  -3.7723
H  -2.7680  0.3551  -0.7051
H  2.6735  -0.8534  -4.1081
H  1.5461  -2.2246  -4.1109

Atoms 1-6, force components in eV/Å:
1.30 -0.43 0.72
-0.21 -0.11 0.26
0.03 0.28 -0.09
-0.29 0.25 -0.39
0.00 0.39 0.03
-1.49 0.01 -1.09



Entry 3:
C24H24ClFIN4O4 | the ωB97M-V functional and the def2-TZVPD basis

* Kohn-Sham gap: 7.617 eV
* SMILES: CC[C@H](Cl)c1c(C(=O)NC(=O)F)c(I)c2ccn(-c3ccncc3)c(CCCCOC=O)c-2c1=[NH2+]
* max |F|: 0.028 Eh/bohr
* LUMO level: -4.547 eV
* E: -2306.4495 hartree
* charge: +1

CARTESIAN COORDINATES (ANGSTROEM)
I  0.2558  -5.4877  -1.0081
Cl  -4.4363  -1.0920  -0.3743
F  -1.4605  -1.9948  -4.5799
O  0.2637  -3.0362  -3.8057
O  0.2422  5.2791  -0.4695
O  -3.1306  -4.5261  -1.7431
O  -1.9866  5.3194  -0.4220
N  4.6333  1.1032  4.3445
N  1.9677  -1.0690  1.8755
N  -1.8642  -3.9484  -3.5505
N  -1.7684  0.4254  0.0689
C  -3.1713  -1.2615  -1.6426
C  2.3648  -2.3488  1.6054
C  -1.1952  -0.8583  -0.1070
C  -0.9914  5.1445  -1.0376
C  -3.9240  1.1552  -2.3267
C  -0.3132  -3.4952  -0.6497
C  -1.8822  -1.6943  -0.9636
C  0.4351  -2.6713  0.2146
C  4.8452  0.9809  3.0337
C  1.1231  1.8114  0.6503
C  -0.8938  -2.9995  -3.9687
C  0.5653  0.8737  1.7549
C  0.9236  4.0241  -0.4641
C  1.6308  -3.1557  0.8103
C  -1.4447  -2.9976  -1.2394
C  -3.0270  -0.0454  -2.5916
C  -2.2281  -3.8893  -2.1708
C  3.9783  0.2838  2.2089
C  0.8406  -0.5376  1.3781
C  2.6330  -0.2234  4.0914
C  2.8671  -0.3299  2.7342
C  3.5431  0.5123  4.8302
C  0.5708  3.2244  0.7801
C  0.0231  -1.3360  0.5070
H  -3.5446  -2.0772  -2.2439
H  -4.9717  0.8825  -2.3909
H  -0.5036  3.2382  0.9493
H  1.9942  4.1825  -0.5321
H  1.0596  1.1562  2.6753
H  5.7195  1.4413  2.6024
H  -1.0136  4.9379  -2.1125
H  -0.4811  1.0517  1.9153
H  -1.9949  0.2936  -2.6183
H  0.6517  3.4651  -1.3673
H  1.0467  3.7427  1.6083
H  -3.7638  1.5785  -1.3454
H  -3.2600  -0.3647  -3.6041
H  3.2755  -2.6968  2.0585
H  -3.7581  1.9209  -3.0779
H  0.8594  1.4145  -0.3283
H  1.7799  -0.6916  4.5520
H  1.9871  -4.1515  0.6337
H  3.3601  0.6215  5.8901
H  -2.1988  0.5602  0.9707
H  4.1920  0.2085  1.1511
H  -1.4651  -4.8680  -3.7349
H  2.2026  1.8258  0.7587
H  -1.1620  1.1889  -0.1827

Atoms 1-6, force components in eV/Å:
-0.07 0.24 0.00
0.02 -0.03 -0.03
-0.68 0.82 -0.43
1.41 -0.24 0.08
0.24 -0.39 -0.12
-0.52 -0.77 0.23



Entry 4:
C24H24ClO8 | the ωB97M-V functional and the def2-TZVPD basis

* Kohn-Sham gap: 7.549 eV
* relative energy (zero: lowest compared OMol25 entry of this formula, charge and spin): 1.408 eV
* max |F|: 0.189 Eh/bohr
* LUMO level: 2.323 eV
* E: -1990.8677 hartree
* charge: -1

CARTESIAN COORDINATES (ANGSTROEM)
Cl  -0.6933  1.0495  -1.3159
O  -0.4987  -2.0624  5.6773
O  -2.5940  3.7830  0.2513
O  -5.9612  2.4739  4.6669
O  6.1045  -0.6965  1.6243
O  2.8107  -1.8310  -6.6607
O  -1.6237  -1.0013  -3.4275
O  -0.4254  -1.9215  0.0818
O  2.3194  0.6263  -2.2884
C  -0.2785  -2.0702  4.3864
C  5.6222  -0.1868  -0.6631
C  5.1628  -0.2895  0.6275
C  0.4662  -1.4241  -6.4969
C  3.2345  0.4458  -1.3330
C  -0.6155  -3.1373  2.1650
C  4.4747  0.1550  -1.6965
C  -3.4013  2.1904  1.9612
C  -0.6321  -1.2052  -4.2903
C  -0.5026  -3.2494  3.5691
C  -4.2255  4.4567  1.9452
C  2.7914  0.2074  -0.0363
C  -4.2633  1.8604  3.0240
C  1.6589  -1.6254  -5.9404
C  -5.2218  4.1726  3.0888
C  -5.2173  2.7842  3.4871
C  0.6942  -1.3239  -3.7749
C  -3.3054  3.4195  1.4438
C  3.8080  -0.1053  0.9245
C  -0.7853  -1.2759  -5.6495
C  -0.1575  -0.7042  2.1801
C  -0.0293  -0.9547  3.6342
C  1.7338  -1.6422  -4.4761
C  -0.3386  -1.9644  1.5423
H  -6.4235  3.0672  5.0809
H  1.4505  0.8046  -1.9592
H  6.7357  -0.3086  -0.8445
H  0.1712  0.0763  4.0337
H  -0.5458  -3.9483  1.5654
H  -4.4438  0.8763  3.3583
H  -2.7602  1.4028  1.5006
H  -1.6818  -1.2585  -6.1571
H  -0.6218  -1.2587  6.0275
H  -0.0036  0.1427  1.6513
H  -4.5161  5.4389  1.6596
H  -6.0391  4.9827  3.2683
H  -1.6171  3.2798  0.2461
H  5.7626  -0.9784  2.4821
H  0.8139  -1.4964  -2.8613
H  3.7016  -1.7417  -6.2664
H  0.1976  -1.3401  -7.3836
H  -0.5245  -1.0355  -0.0950
H  -1.2979  -0.4656  -2.8054
H  3.3446  -0.2375  1.9042
H  4.8731  0.4540  -2.7215
H  2.5624  -1.7003  -3.9470
H  -1.0030  -4.0315  3.9412
H  1.7541  0.3220  0.0908

Atoms 1-6, force components in eV/Å:
0.25 0.06 0.48
0.68 -5.26 0.63
2.92 -2.37 2.18
4.74 -7.01 -4.77
-0.18 0.55 -0.96
0.56 -0.19 -1.45